{
  "formula": "C27H48AsFNO5ReSi3",
  "method": "the ωB97M-V functional and the def2-TZVPD basis",
  "total_charge": 3,
  "relative_energy_kj_mol": 0.0,
  "e_lumo_ev": [-10.99, -10.54],
  "spin_multiplicity": 2,
  "homo_lumo_gap_ev": [5.13, 5.57],
  "symbols": ["Re", "As", "Si", "Si", "Si", "F", "O", "O", "O", "O", "O", "N", "C", "C", "C", "C", "C", "C", "C", "C", "C", "C", "C", "C", "C", "C", "C", "C", "C", "C", "C", "C", "C", "C", "C", "C", "C", "C", "C", "H", "H", "H", "H", "H", "H", "H", "H", "H", "H", "H", "H", "H", "H", "H", "H", "H", "H", "H", "H", "H", "H", "H", "H", "H", "H", "H", "H", "H", "H", "H", "H", "H", "H", "H", "H", "H", "H", "H", "H", "H", "H", "H", "H", "H", "H", "H", "H"],
  "positions_angstrom": [[0.2329, -0.0375, 0.2287], [2.2363, -0.8781, 1.1878], [1.7589, -1.5783, 3.6613], [4.0950, 1.0571, 1.1475], [3.2412, -3.1000, 0.1211], [-2.4253, -0.4561, 6.5791], [0.1627, 3.9226, -0.0428], [0.8749, 1.8559, 0.2612], [-1.1915, -1.6363, -0.3662], [0.6290, -0.4815, -1.9873], [-0.6179, 0.3841, 2.0700], [-1.7922, 4.0636, 3.5266], [-1.0683, -2.1330, -1.7039], [5.5943, 0.0301, 1.7243], [1.2763, 0.4655, -2.8436], [-1.5903, 1.6707, 3.7950], [4.7878, -3.6202, 1.0962], [0.1423, -2.5630, 3.4207], [-1.1645, 3.9602, 2.3670], [3.5884, -2.4758, -1.6440], [-1.9732, 2.9402, 4.3060], [-2.7265, 6.2560, 2.8183], [-2.5113, 3.0219, 5.6138], [-3.3633, 5.2355, 5.0138], [-0.9424, 1.5567, 2.5063], [1.7747, -4.2984, 0.3515], [-2.8895, 4.3556, 6.1608], [3.2318, -2.6170, 4.2771], [-2.2090, -2.2856, 0.3956], [1.6288, 0.0741, 4.6068], [3.4898, 2.3019, 2.4502], [-1.7704, 0.5199, 4.5728], [-2.2502, 5.3960, 3.9836], [0.1319, 2.8897, 0.5731], [4.1614, 1.6462, -0.6541], [-2.6768, 1.8740, 6.3587], [-2.2984, 0.6382, 5.8361], [-0.6909, 2.7671, 1.8350], [-0.5683, -0.9936, -2.5796], [-2.0210, 4.8112, 6.6481], [-3.1657, -2.2164, -0.1277], [-3.0922, 1.9101, 7.3536], [1.4923, -0.0034, -3.8075], [5.2025, -4.5217, 0.6503], [6.0004, -0.5812, 0.9235], [-3.4407, 5.7115, 2.2058], [2.4237, 2.4931, 2.3657], [-0.3489, -1.3631, -3.5873], [-0.4385, -2.5843, 4.3399], [-3.2289, 7.1301, 3.2208], [1.2632, 0.8829, 3.9814], [0.8204, -3.8426, 0.1004], [4.4074, -1.7600, -1.6543], [5.3513, -0.6169, 2.5647], [-4.2428, 4.7914, 4.5443], [-0.4663, -2.1128, 2.6399], [-1.4860, -0.4429, 4.1819], [1.7137, -4.6548, 1.3762], [4.5767, -3.8567, 2.1334], [3.2313, 2.1297, -0.9431], [-2.0402, -2.4726, -2.0674], [-0.3624, -2.9727, -1.7183], [1.8992, -5.1751, -0.2787], [-2.2877, -1.7644, 1.3497], [-3.6420, 6.2190, 5.3911], [5.5753, -2.8740, 1.0775], [4.1943, -2.1979, 3.9943], [2.2065, 0.7507, -2.3544], [6.3918, 0.6943, 2.0460], [0.9493, -0.0248, 5.4492], [3.9972, 3.2540, 2.3113], [0.3324, -3.5981, 3.1524], [4.9463, 2.3913, -0.7680], [3.8821, -3.3015, -2.2874], [-1.9147, 6.6200, 2.1968], [3.7071, 1.9653, 3.4605], [-0.9950, 4.8511, 1.7768], [2.5943, 0.3635, 5.0134], [0.6533, 1.3500, -3.0043], [3.2081, -2.6473, 5.3636], [-1.3212, -0.1958, -2.6563], [-1.3859, 5.8709, 4.4677], [4.3881, 0.8416, -1.3495], [-3.6641, 4.2529, 6.9198], [3.1880, -3.6480, 3.9400], [-1.9553, -3.3346, 0.5547], [2.7183, -2.0042, -2.0931]],
  "atomic_forces_ev_per_a": [[-0.600, 0.455, 0.578], [1.209, -1.008, 0.834], [-0.086, 0.176, 0.134], [0.519, 0.174, 0.117], [0.006, -0.068, -0.378], [-0.090, 0.048, 0.055], [0.226, -0.575, -0.001], [0.076, -3.047, -1.835], [1.501, 1.650, 0.150], [-0.221, 0.166, 1.429], [0.336, -0.952, -1.366], [0.358, -0.182, -0.646], [0.477, 0.034, -1.106], [-0.880, 0.236, -0.381], [0.641, 0.641, -0.433], [0.113, 0.064, -0.171], [-0.709, 0.550, -0.210], [0.639, 0.396, 0.065], [-0.065, -0.017, -0.041], [-0.205, -0.284, 0.771], [0.048, -1.056, 0.264], [0.167, -0.069, 0.104], [0.044, -0.172, 0.002], [0.283, -0.072, 0.191], [-0.134, 1.657, 0.500], [0.565, 0.654, -0.065], [-0.185, 0.277, -0.011], [-0.611, 0.393, -0.550], [-0.867, -0.185, 0.850], [0.055, -0.671, -0.510], [0.048, -0.677, -0.583], [-0.245, 0.019, 0.370], [-0.397, 0.963, 0.337], [-1.541, 2.056, 1.366], [-0.305, -0.293, 0.752], [0.147, -0.010, -0.273], [0.288, -0.075, -0.588], [0.243, -0.640, -0.120], [-0.684, -0.564, -0.034], [-0.038, 0.005, 0.014], [0.157, 0.052, -0.027], [-0.051, 0.082, 0.133], [-0.038, -0.029, 0.157], [-0.095, -0.188, -0.274], [-0.022, -0.061, -0.163], [-0.101, -0.048, -0.096], [-0.153, 0.022, -0.037], [-0.007, 0.023, 0.150], [-0.043, 0.056, 0.197], [-0.026, 0.075, 0.048], [-0.056, 0.066, -0.078], [-0.088, 0.112, -0.061], [0.107, 0.069, 0.109], [-0.051, -0.006, 0.105], [-0.077, 0.045, -0.059], [-0.049, 0.076, 0.048], [0.000, -0.075, 0.024], [0.073, 0.016, 0.168], [-0.140, -0.022, 0.114], [-0.118, 0.040, 0.046], [0.033, 0.039, 0.094], [-0.151, 0.119, 0.101], [0.147, -0.122, -0.178], [0.055, -0.071, -0.102], [0.036, 0.004, -0.140], [0.056, 0.157, -0.080], [0.078, 0.094, -0.033], [-0.146, -0.031, -0.082], [0.060, 0.290, 0.074], [-0.145, -0.140, 0.119], [0.174, 0.110, -0.190], [0.162, -0.125, -0.064], [0.216, 0.105, 0.177], [0.062, -0.229, -0.036], [0.048, 0.050, -0.105], [0.039, -0.150, 0.036], [-0.098, 0.048, 0.178], [0.186, -0.048, -0.028], [-0.009, -0.110, 0.104], [-0.137, 0.127, 0.227], [0.146, -0.083, 0.010], [-0.127, -0.099, -0.051], [0.028, -0.162, 0.017], [0.032, -0.043, 0.000], [-0.061, -0.120, -0.130], [0.116, 0.070, -0.045], [-0.148, 0.016, 0.038]],
  "lowdin_charge": [1.38, 0.82, 0.53, 0.59, 0.56, 0.12, 0.16, -0.22, -0.35, -0.36, -0.22, 0.06, -0.13, -0.19, -0.03, -0.05, -0.16, -0.20, 0.07, -0.19, -0.04, -0.02, -0.11, -0.12, -0.27, -0.19, -0.11, -0.18, -0.02, -0.18, -0.17, 0.06, -0.28, -0.55, -0.18, 0.10, -0.24, -0.02, -0.15, 0.14, 0.12, 0.15, 0.12, 0.06, 0.03, 0.10, 0.01, 0.16, 0.05, 0.10, 0.00, 0.00, 0.03, 0.02, 0.14, -0.03, 0.11, 0.03, 0.01, 0.02, 0.16, 0.14, 0.05, 0.09, 0.14, 0.02, 0.02, 0.07, 0.05, 0.04, 0.06, 0.03, 0.06, 0.05, 0.08, 0.03, 0.15, 0.04, 0.12, 0.05, 0.15, 0.17, 0.03, 0.14, 0.03, 0.12, 0.00]
}